14
Properties=species:S:1:pos:R:3 method="wB97M-V/def2-TZVPD" de_lowest_ev=4.457 e_homo_ha=-0.304
C 0.513 -1.682 -1.300
C 0.151 -0.935 -0.046
O 1.205 -0.178 0.440
C 0.576 0.908 1.163
C -0.618 1.069 0.377
N -1.001 2.310 0.437
O -0.940 0.039 -0.368
H -0.360 -2.205 -1.697
H 1.291 -2.419 -1.080
H 0.893 -0.984 -2.050
H -0.282 -1.585 0.730
H 0.139 2.395 1.041
H 0.349 0.615 2.198
H -1.915 2.650 0.155